Computed, not measured: 7 unconnected molecules or ions with the total composition C50H58F24INO21, with ωB97M-V/def2-TZVPD.

HOMO energy in Eh: -0.3582
2S+1: 1
LUMO in eV: -1.0
SMILES string: CCOCCOc1c(CC)c([C@@H](I)CC)c(C(=O)C(F)(F)C(F)(F)C(F)(F)C(=O)O)c2c1C(=O)N(CCOC(C)=O)C2=O.CCOC(=O)C(F)(F)F.CCOC(=O)C(F)(F)F.CCOC(=O)C(F)(F)F.CCOC(=O)C(F)(F)F.CCOC(=O)C(F)(F)F.CCOC(=O)C(F)(F)F
Kohn-Sham gap in eV: 8.780

Last column: Mulliken charge in e.
Positions of all 155 atoms, in Å:
C -3.48 2.28 6.36  -1.286
C -2.69 1.74 5.17  -0.031
O -1.68 0.83 5.56  -0.472
C -0.48 1.02 4.83  -0.827
C -0.67 0.79 3.32  -0.261
O 0.43 0.07 2.72  -0.642
C 0.88 0.67 1.57  0.234
C 0.55 0.11 0.33  0.238
C -0.31 -1.14 0.33  -0.708
C -1.76 -0.86 0.80  -1.478
C 0.96 0.72 -0.84  0.586
C 0.59 0.04 -2.13  -1.436
I -1.42 0.53 -2.80  0.109
C 1.62 0.09 -3.27  -0.417
C 3.03 -0.34 -2.84  -1.261
C 1.69 1.90 -0.73  0.932
C 2.17 2.71 -1.93  -0.732
O 3.34 2.72 -2.22  -0.518
C 1.24 3.59 -2.82  0.785
F -0.06 3.26 -2.70  -0.217
F 1.57 3.35 -4.10  -0.338
C 1.36 5.14 -2.60  0.267
F 1.97 5.47 -1.46  -0.204
F 2.12 5.62 -3.59  -0.320
C 0.02 5.92 -2.68  0.905
F -0.65 5.69 -3.81  -0.266
F 0.37 7.22 -2.70  -0.285
C -0.87 5.78 -1.42  0.161
O -0.62 6.34 -0.38  -0.534
O -1.92 4.97 -1.56  -0.346
C 2.02 2.38 0.48  0.448
C 1.64 1.81 1.68  1.018
C 2.12 2.59 2.87  0.196
O 1.98 2.39 4.04  -0.546
N 2.85 3.69 2.29  0.180
C 4.23 3.59 2.87  -1.282
C 4.99 2.30 2.57  -0.355
O 5.01 1.39 3.68  -0.365
C 5.70 1.87 4.72  0.891
C 5.49 1.09 6.00  -1.141
O 6.45 2.82 4.68  -0.579
C 2.82 3.60 0.87  0.198
O 3.43 4.41 0.23  -0.562
H -3.54 1.55 7.17  0.319
H -4.51 2.49 6.06  0.366
H -3.09 3.24 6.70  0.285
H -2.33 2.59 4.59  0.232
H -3.39 1.19 4.52  0.261
H 0.31 0.39 5.23  0.377
H -0.20 2.06 4.97  0.385
H -0.80 1.76 2.82  0.345
H -1.62 0.27 3.18  0.419
H 0.13 -1.85 1.03  0.459
H -0.36 -1.65 -0.63  0.179
H -2.51 -1.38 0.20  0.458
H -1.85 -1.26 1.80  0.079
H -1.99 0.20 0.79  0.494
H 0.50 -1.01 -1.89  0.782
H 1.58 1.07 -3.76  0.182
H 1.28 -0.62 -4.02  0.720
H 3.42 -1.01 -3.61  0.393
H 3.06 -0.89 -1.89  0.281
H 3.75 0.48 -2.77  0.289
H -2.34 4.88 -0.69  0.356
H 4.21 3.82 3.93  0.511
H 4.78 4.40 2.39  0.424
H 4.61 1.75 1.71  0.364
H 6.02 2.55 2.32  0.347
H 4.43 1.12 6.25  0.267
H 6.13 1.46 6.79  0.302
H 5.73 0.06 5.77  0.338
C -0.83 -7.82 -0.39  -1.152
C 0.21 -7.12 0.46  -0.148
O -0.27 -5.83 0.89  -0.216
C -1.09 -5.83 1.94  0.141
O -1.43 -6.79 2.56  -0.526
C -1.55 -4.39 2.24  1.063
F -1.91 -3.78 1.10  -0.231
F -0.58 -3.67 2.82  -0.238
F -2.60 -4.38 3.06  -0.262
H -1.12 -7.18 -1.23  0.232
H -0.43 -8.76 -0.78  0.405
H -1.73 -8.03 0.18  0.341
H 1.11 -6.94 -0.12  0.370
H 0.50 -7.73 1.32  0.267
C -6.51 4.91 -5.34  -1.077
C -5.60 4.12 -6.27  -0.220
O -4.95 3.05 -5.57  -0.296
C -5.67 1.95 -5.39  0.028
O -6.80 1.78 -5.75  -0.497
C -4.83 0.89 -4.67  1.223
F -4.16 1.39 -3.63  -0.257
F -3.92 0.35 -5.50  -0.255
F -5.59 -0.11 -4.21  -0.288
H -5.95 5.26 -4.47  0.324
H -6.93 5.76 -5.86  0.392
H -7.32 4.29 -4.97  0.256
H -4.80 4.76 -6.64  0.379
H -6.14 3.74 -7.13  0.292
C -4.89 -2.57 -4.87  -0.828
C -4.01 -3.40 -5.77  -0.324
O -3.38 -4.48 -5.05  -0.343
C -4.13 -5.55 -4.84  0.331
O -5.26 -5.71 -5.20  -0.523
C -3.31 -6.62 -4.10  0.945
F -2.63 -6.10 -3.08  -0.252
F -2.42 -7.19 -4.93  -0.264
F -4.09 -7.59 -3.62  -0.251
H -4.33 -2.21 -4.01  0.272
H -5.29 -1.73 -5.42  0.210
H -5.73 -3.16 -4.49  0.374
H -3.20 -2.79 -6.16  0.320
H -4.56 -3.79 -6.63  0.321
C -10.84 -1.69 -7.48  -1.083
C -11.00 -0.67 -8.59  -0.207
O -11.10 0.67 -8.05  -0.330
C -9.95 1.24 -7.73  0.350
O -8.86 0.75 -7.83  -0.488
C -10.21 2.67 -7.22  0.889
F -11.22 2.71 -6.35  -0.271
F -10.51 3.48 -8.24  -0.274
F -9.14 3.17 -6.61  -0.185
H -11.65 -1.59 -6.76  0.300
H -10.86 -2.70 -7.89  0.370
H -9.91 -1.55 -6.95  0.304
H -11.94 -0.84 -9.13  0.320
H -10.19 -0.73 -9.31  0.302
C 6.52 -6.43 5.93  -1.111
C 5.16 -5.94 5.48  -0.205
O 4.84 -6.42 4.16  -0.311
C 4.39 -7.66 4.10  0.342
O 4.23 -8.40 5.02  -0.501
C 4.04 -8.01 2.65  0.896
F 5.00 -7.63 1.79  -0.256
F 2.91 -7.39 2.27  -0.246
F 3.86 -9.31 2.48  -0.250
H 7.28 -6.16 5.19  0.304
H 6.78 -5.99 6.89  0.371
H 6.54 -7.51 6.02  0.319
H 5.16 -4.86 5.40  0.310
H 4.38 -6.22 6.18  0.326
C 9.00 4.02 5.36  -0.852
C 10.47 3.73 5.57  -0.355
O 11.11 4.76 6.34  -0.303
C 10.94 4.69 7.65  0.338
O 10.32 3.86 8.24  -0.509
C 11.72 5.83 8.34  0.903
F 11.52 7.00 7.72  -0.248
F 13.03 5.58 8.32  -0.255
F 11.34 5.98 9.61  -0.240
H 8.87 5.00 4.91  0.278
H 8.56 3.28 4.71  0.295
H 8.46 4.02 6.31  0.304
H 10.99 3.71 4.61  0.340
H 10.63 2.76 6.04  0.327